{"formula": "C22H30F6N4O26", "method": "wB97M-V/def2-TZVPD", "smiles": "O=C1OC[C@@H](F)O1.O=C1OC[C@@H](F)O1.O=C1OC[C@@H](F)O1.O=C1OC[C@@H](F)O1.O=C1OC[C@@H](F)O1.O=C1OC[C@@H](F)O1.C[N+](=O)[O-].C[N+](=O)[O-].C[N+](=O)[O-].C[N+](=O)[O-]", "homo_energy_ha": -0.4056, "symbols": ["F", "F", "F", "F", "F", "F", "O", "O", "O", "O", "O", "O", "O", "O", "O", "O", "O", "O", "O", "O", "O", "O", "O", "O", "O", "O", "O", "O", "O", "O", "O", "O", "N", "N", "N", "N", "C", "C", "C", "C", "C", "C", "C", "C", "C", "C", "C", "C", "C", "C", "C", "C", "C", "C", "C", "C", "C", "C", "H", "H", "H", "H", "H", "H", "H", "H", "H", "H", "H", "H", "H", "H", "H", "H", "H", "H", "H", "H", "H", "H", "H", "H", "H", "H", "H", "H", "H", "H"], "coordinates": [[-4.56, 7.67, 8.01], [-2.44, -6.27, -2.57], [14.62, -0.23, -0.14], [2.92, -2.03, 2.12], [-8.76, 4.81, -1.80], [-11.19, -5.28, -3.14], [-8.13, -0.51, 5.81], [-6.74, 7.60, -0.23], [5.04, -3.09, -5.07], [-6.91, 6.24, -2.03], [-8.13, -2.01, -3.12], [-1.57, -7.60, -6.84], [12.38, 0.07, -0.91], [0.54, 0.26, 1.92], [-1.84, -7.29, -4.62], [-3.44, 5.01, 6.43], [-1.07, -0.88, 0.78], [-2.15, -5.57, -5.85], [1.18, -1.58, 1.01], [-9.53, -1.78, 4.68], [-9.35, -3.97, -3.33], [-9.71, -2.60, -1.66], [-6.55, 5.29, -0.11], [4.43, -2.16, -6.89], [9.02, -8.54, -0.22], [-2.77, 6.93, 6.90], [5.57, 7.86, 0.53], [12.13, 1.95, 0.10], [-1.24, 5.58, 6.05], [10.33, 0.87, -0.58], [9.97, -7.13, -1.59], [5.81, 6.99, 2.48], [5.31, -2.62, -6.17], [9.24, -7.40, -0.64], [5.30, 7.77, 1.69], [-8.42, -1.33, 4.90], [4.40, 8.85, 2.23], [6.66, -2.67, -6.66], [8.58, -6.29, -0.02], [-4.58, 5.58, 6.99], [-7.30, -2.08, 4.33], [-10.71, -3.55, -1.59], [-2.38, 5.84, 6.36], [-1.76, -6.19, -3.75], [-8.93, -2.81, -2.68], [13.66, 0.58, -0.67], [-2.72, -5.35, -4.57], [-10.12, -4.72, -2.42], [13.47, 1.70, 0.33], [0.12, -0.77, 1.24], [-6.62, 4.26, -1.08], [2.38, -1.03, 1.46], [1.82, -0.03, 2.44], [-1.92, -6.91, -5.86], [-4.20, 7.04, 6.92], [-7.44, 4.91, -2.10], [11.56, 0.97, -0.55], [-6.68, 6.47, -0.72], [1.87, -0.47, 3.44], [-10.85, -3.82, -0.54], [-5.56, 4.25, -1.35], [7.40, -2.57, -5.87], [-3.75, -5.65, -4.44], [-6.84, 3.34, -0.54], [-5.51, 5.50, 6.42], [13.76, 1.47, 1.36], [-11.63, -3.15, -2.02], [8.09, -6.65, 0.88], [6.78, -1.90, -7.42], [-7.54, -2.61, 3.40], [-0.77, -5.75, -3.61], [4.89, 9.78, 1.94], [6.70, -3.71, -6.96], [2.90, -0.60, 0.61], [13.97, 2.60, -0.03], [-4.58, 7.53, 6.03], [-6.51, -1.40, 4.01], [3.39, 8.78, 1.85], [4.38, 8.74, 3.32], [-4.68, 5.29, 8.04], [7.89, -5.98, -0.81], [-6.96, -2.69, 5.16], [-7.17, 4.39, -3.02], [-9.54, -5.48, -1.89], [9.40, -5.60, 0.13], [14.09, 0.96, -1.60], [-2.61, -4.27, -4.42], [2.43, 0.87, 2.39]]}

{"formula": "C22H64CrO20", "method": "wB97M-V/def2-TZVPD", "multiplicity": 5, "s2": 6.074, "homo_energy_ha": [-0.3335, -0.3384], "symbols": ["Cr", "O", "O", "O", "O", "O", "O", "O", "O", "O", "O", "O", "O", "O", "O", "O", "O", "O", "O", "O", "O", "C", "C", "C", "C", "C", "C", "C", "C", "C", "C", "C", "C", "C", "C", "C", "C", "C", "C", "C", "C", "C", "C", "H", "H", "H", "H", "H", "H", "H", "H", "H", "H", "H", "H", "H", "H", "H", "H", "H", "H", "H", "H", "H", "H", "H", "H", "H", "H", "H", "H", "H", "H", "H", "H", "H", "H", "H", "H", "H", "H", "H", "H", "H", "H", "H", "H", "H", "H", "H", "H", "H", "H", "H", "H", "H", "H", "H", "H", "H", "H", "H", "H", "H", "H", "H", "H"], "coordinates": [[0.11, 0.88, 4.30], [1.50, 2.08, -3.89], [-2.87, -2.79, -0.81], [0.48, 7.06, -0.67], [3.46, 1.84, -1.95], [2.61, -0.99, -1.64], [-2.43, 3.48, 1.46], [4.05, 1.20, 1.00], [-5.66, -2.94, 0.19], [-0.48, -2.03, -1.71], [3.26, -2.83, 1.35], [-1.75, -4.07, 4.20], [5.97, -2.25, 2.85], [0.68, 0.46, 2.39], [-1.53, -0.54, 4.40], [0.48, -2.79, 3.14], [-0.12, -3.84, -3.85], [3.70, 0.09, -4.27], [-4.43, 0.99, 1.25], [-0.44, 4.17, -0.65], [-0.52, 0.83, -5.33], [-3.82, -1.13, 4.43], [4.34, 2.43, -0.99], [-1.17, -2.87, -3.87], [-4.54, -2.41, 0.90], [0.58, 0.09, 1.06], [3.59, -2.06, 2.53], [3.67, 2.48, 0.40], [-2.80, -0.11, 3.99], [-0.55, -3.23, 2.27], [-0.70, 0.62, 0.42], [-4.04, 2.01, 0.33], [1.26, 5.96, -0.23], [3.09, -1.71, -2.77], [4.20, -1.02, -3.56], [-0.75, 1.99, -4.55], [-3.73, 3.36, 0.93], [4.93, -1.34, 2.48], [0.19, 1.88, -3.38], [-3.53, -1.78, -0.02], [-0.74, -1.65, -3.06], [-1.36, -4.38, 2.87], [0.28, 4.90, 0.33], [6.12, -2.72, 2.02], [-1.81, 2.07, -4.28], [-4.52, 3.62, 1.65], [0.81, 4.13, 0.92], [3.27, 0.62, -3.59], [-1.48, 0.59, 1.19], [2.32, -2.02, -3.48], [-1.53, -0.89, -3.11], [0.14, 7.58, 0.06], [0.15, 3.53, -1.04], [-0.65, 2.89, -5.16], [4.07, 3.25, 1.07], [-4.89, -1.61, 1.56], [4.00, -3.39, 1.12], [-0.07, 2.59, -2.58], [1.84, 5.45, -1.00], [-3.07, 0.87, 4.42], [-4.73, 2.09, -0.51], [-2.04, -3.38, -3.44], [1.44, 0.45, 0.48], [-1.48, -2.66, -4.89], [0.18, -1.32, -3.52], [-4.79, -0.91, 3.95], [5.15, -0.92, -3.02], [2.01, -1.60, -1.20], [-3.79, 0.69, 1.90], [-3.52, -2.13, 4.12], [-3.48, -3.49, -1.06], [-2.24, -4.50, 2.23], [-2.96, 0.15, 2.94], [2.80, -1.33, 2.71], [-0.62, 1.64, 0.04], [4.74, -0.62, 3.27], [-3.80, 4.18, 0.21], [-0.79, -5.32, 2.86], [3.23, 0.74, 1.21], [5.04, -0.79, 1.54], [5.42, 2.30, -0.95], [-4.04, -1.25, 5.49], [-0.36, 5.42, 1.04], [4.19, 3.47, -1.31], [-1.04, 0.05, -0.45], [-0.10, -3.62, 1.35], [-2.79, -1.17, 0.51], [-1.26, -2.46, 1.95], [-4.18, -3.27, 1.46], [-0.05, -4.15, -2.94], [1.00, -2.11, 2.70], [4.45, -1.81, -4.27], [-1.29, -2.39, -1.30], [1.94, 6.35, 0.54], [3.34, 0.92, -1.63], [2.58, 2.58, 0.37], [0.61, -1.00, 0.95], [0.44, 0.76, -5.39], [3.57, -2.64, -2.45], [-3.12, 1.51, -0.02], [-1.85, 3.56, 0.69], [3.56, -2.88, 3.26], [-6.40, -3.08, 0.78], [-3.92, -1.03, -0.72], [-2.46, -4.69, 4.41], [0.17, 0.95, -2.79], [2.07, 2.11, -3.11]]}

{"formula": "C5H4O2", "method": "wB97M-V/def2-TZVPD", "smiles": "O=c1cccco1", "homo_energy_ha": -0.3376, "symbols": ["O", "O", "C", "C", "C", "C", "C", "H", "H", "H", "H"], "coordinates": [[0.61, 0.36, 1.25], [-1.23, -0.46, 2.19], [-0.39, -0.12, -1.27], [-0.66, -0.20, 1.16], [-1.15, -0.41, -0.20], [1.37, 0.60, 0.16], [0.94, 0.40, -1.10], [-2.15, -0.83, -0.29], [2.36, 0.95, 0.43], [-0.76, -0.29, -2.28], [1.59, 0.61, -1.94]]}

{"formula": "C5H9N2", "method": "wB97M-V/def2-TZVPD", "total_charge": 1, "smiles": "CCc1c[nH]c[nH+]1", "homo_energy_ha": -0.5125, "symbols": ["N", "N", "C", "C", "C", "C", "C", "H", "H", "H", "H", "H", "H", "H", "H", "H"], "coordinates": [[-0.67, -1.42, 0.08], [-0.14, -1.07, -1.94], [0.53, 0.54, 1.33], [0.55, -0.15, -1.17], [0.27, -0.40, 0.16], [-0.04, 1.98, 1.12], [-0.74, -1.97, -1.14], [-1.09, -1.80, 0.92], [-0.02, -1.07, -2.94], [1.60, 0.76, 1.19], [1.01, 0.69, -1.70], [-0.22, 2.24, 2.18], [-1.06, 1.98, 0.70], [-0.90, -2.94, -1.58], [0.63, 2.63, 0.59], [0.29, -0.01, 2.22]]}

{"formula": "C2H7NS", "method": "wB97M-V/def2-TZVPD", "total_charge": 1, "multiplicity": 2, "s2": 0.753, "homo_energy_ha": [-0.5010, -0.4839], "symbols": ["S", "N", "C", "C", "H", "H", "H", "H", "H", "H", "H"], "coordinates": [[-1.23, -2.40, 3.11], [0.21, -0.41, -0.10], [0.04, 1.49, -1.60], [0.82, 0.62, -0.99], [-1.27, -1.56, 4.13], [0.22, -1.33, -0.54], [0.35, 2.31, -2.23], [1.90, 0.68, -0.87], [-1.04, 1.32, -1.65], [-0.80, -0.24, 0.00], [0.80, -0.48, 0.74]]}

{"formula": "C2HClN2S", "method": "wB97M-V/def2-TZVPD", "smiles": "S=C=C/N=N/Cl", "homo_energy_ha": -0.3495, "symbols": ["Cl", "S", "N", "N", "C", "C", "H"], "coordinates": [[2.23, -1.89, 0.16], [0.59, 2.11, 0.31], [-0.02, -0.70, -0.14], [1.15, -0.19, 0.07], [-1.09, -0.12, -0.22], [-0.76, 1.32, 0.06], [-2.09, -0.53, -0.24]]}

{"formula": "C46H55BrN3O7P2Si4Zn", "method": "wB97M-V/def2-TZVPD", "total_charge": -1, "homo_energy_ha": -0.1983, "symbols": ["Br", "Zn", "P", "P", "Si", "Si", "Si", "Si", "O", "O", "O", "O", "O", "O", "O", "N", "N", "N", "C", "C", "C", "C", "C", "C", "C", "C", "C", "C", "C", "C", "C", "C", "C", "C", "C", "C", "C", "C", "C", "C", "C", "C", "C", "C", "C", "C", "C", "C", "C", "C", "C", "C", "C", "C", "C", "C", "C", "C", "C", "C", "C", "C", "C", "C", "H", "H", "H", "H", "H", "H", "H", "H", "H", "H", "H", "H", "H", "H", "H", "H", "H", "H", "H", "H", "H", "H", "H", "H", "H", "H", "H", "H", "H", "H", "H", "H", "H", "H", "H", "H", "H", "H", "H", "H", "H", "H", "H", "H", "H", "H", "H", "H", "H", "H", "H", "H", "H", "H", "H"], "coordinates": [[1.62, 1.29, -2.95], [-0.98, -0.17, -0.47], [4.53, 1.10, -0.40], [2.03, -0.74, -0.08], [-4.55, 0.99, 0.40], [-2.94, 2.47, -2.70], [-1.45, 3.33, 0.78], [-2.49, 1.67, -0.53], [-2.58, -4.15, -2.17], [-2.04, -2.03, -0.51], [-4.22, -5.05, 4.47], [-1.15, -0.51, 1.53], [-4.51, -4.92, -1.64], [-4.98, -6.31, 2.91], [-1.43, -1.32, 3.58], [-3.46, -4.36, -1.35], [-4.35, -5.34, 3.29], [-0.23, -0.77, -2.75], [-1.57, -1.39, 2.36], [2.42, -2.81, 3.47], [4.10, 1.86, 1.22], [-4.23, 3.87, -2.74], [-1.14, 2.80, 2.57], [2.18, -3.50, -3.10], [-2.96, -3.40, 2.71], [2.04, -1.84, 4.39], [-1.24, -1.91, -4.59], [-4.48, 0.62, 2.25], [2.39, -2.53, 2.11], [2.41, -2.40, -2.30], [-5.90, 2.33, 0.25], [7.00, -0.33, -0.16], [7.04, 2.02, 0.30], [9.07, 0.74, 0.47], [1.97, -1.27, 1.67], [-3.61, 1.06, -3.81], [6.32, 0.87, -0.05], [0.70, -4.39, -1.43], [-2.35, -2.58, 1.80], [0.28, -0.11, -5.00], [-3.73, -4.49, 2.31], [1.33, -4.51, -2.66], [4.17, 1.94, 3.62], [3.92, -0.64, -0.19], [4.44, 1.28, 2.44], [0.23, 3.75, 0.00], [0.95, -3.29, -0.62], [8.40, 1.95, 0.56], [-5.21, -0.52, -0.54], [3.50, 3.11, 1.20], [3.24, 3.78, 2.39], [1.63, -0.59, 3.96], [-1.48, 3.27, -3.62], [-0.59, -1.08, -5.49], [-1.03, -1.72, -3.24], [-2.44, 4.96, 0.80], [-3.89, -4.77, 0.97], [0.42, -0.01, -3.63], [3.57, 3.19, 3.60], [-3.26, -3.99, 0.03], [1.60, -0.31, 2.60], [8.37, -0.40, 0.11], [-2.49, -2.81, 0.38], [1.82, -2.29, -1.03], [0.84, 0.54, -5.65], [-0.73, -1.19, -6.56], [0.73, 4.55, 0.54], [4.25, -1.19, -1.07], [2.78, 4.76, 2.37], [6.52, 2.97, 0.37], [-5.63, -0.23, -1.50], [-6.20, 2.50, -0.79], [-3.45, 4.81, 1.19], [-3.21, 0.10, -3.49], [1.33, 0.16, 4.67], [-0.57, 2.68, -3.57], [0.01, -5.16, -1.10], [-6.80, 2.02, 0.80], [-3.71, -0.12, 2.48], [-2.83, -3.18, 3.76], [-5.99, -1.04, 0.03], [-4.47, -5.62, 0.65], [0.11, 4.07, -1.04], [3.25, 3.56, 0.25], [-2.53, 5.37, -0.20], [-3.36, 1.20, -4.86], [-4.41, -1.23, -0.73], [0.45, -3.21, 0.34], [-4.25, 1.52, 2.82], [8.94, 2.85, 0.84], [10.13, 0.69, 0.67], [-1.11, 1.71, 2.64], [3.37, 3.71, 4.53], [-1.71, 3.43, -4.68], [-1.94, 3.15, 3.24], [-5.19, 3.56, -2.33], [8.88, -1.35, 0.03], [-5.43, 0.22, 2.62], [1.15, -5.37, -3.29], [-1.91, -2.70, -4.92], [3.05, -1.60, -2.66], [6.48, -1.24, -0.45], [2.73, -3.78, 3.81], [4.35, -1.10, 0.70], [4.91, 0.30, 2.47], [-4.40, 4.22, -3.76], [-0.19, 3.18, 2.95], [2.65, -3.57, -4.07], [-1.95, 5.71, 1.43], [2.69, -3.28, 1.40], [2.04, -2.07, 5.45], [-4.70, 1.01, -3.73], [0.89, 2.88, 0.00], [-5.57, 3.29, 0.66], [-3.88, 4.72, -2.16], [4.43, 1.48, 4.57], [-1.53, -2.34, -2.50], [-1.26, 4.25, -3.18], [1.26, 0.66, 2.25]]}

For reference, relative energy (zero: lowest compared OMol25 entry of this formula, charge and spin) by record: 614.5 424.3 0.2 155.1 54.8 417.0 0.0 kJ/mol.
For reference, maximum force by record: 7.4 5.1 0.5 3.3 1.8 7.9 1.1 eV/Å.